Formula: C24H35BF17IO22S5Si
Source: OMol25
Level of theory: ωB97M-V with the def2-TZVPD basis set

Bonds (Å) are listed after each position.
Positions of all 106 atoms, in Å:
1 O -2.381 5.302 -0.544  B2 1.395, H37 0.963
2 B -1.133 4.905 -1.026  O1 1.395, O3 1.402, C4 1.575
3 O -0.028 4.943 -0.164  B2 1.402, H38 0.963
4 C -0.905 4.379 -2.493  B2 1.575, Si5 1.899, H39 1.090, H40 1.093
5 Si -0.760 2.493 -2.324  C4 1.899, C6 1.892, C10 1.894, H41 1.487
6 C -0.059 1.637 -3.859  Si5 1.892, C7 1.553, H42 1.098, H43 1.091
7 C 0.855 2.603 -4.659  C6 1.553, C8 1.539, H44 1.092, H45 1.087
8 C 2.069 1.826 -5.199  C7 1.539, I9 2.155, H46 1.085, H47 1.086
9 I 3.064 2.923 -6.764  C8 2.155
10 C -2.480 1.891 -1.808  Si5 1.894, C11 1.553, H48 1.091, H49 1.091
11 C -2.756 0.389 -2.088  C10 1.553, C12 1.520, H50 1.092, H51 1.088
12 C -2.794 -0.493 -0.850  C11 1.520, F13 1.360, F14 1.354, C15 1.575
13 F -3.415 -1.646 -1.218  C12 1.360
14 F -3.595 0.080 0.079  C12 1.354
15 C -1.391 -0.911 -0.268  C12 1.575, F16 1.361, F17 1.342, C18 1.541
16 F -1.448 -2.240 0.015  C15 1.361
17 F -0.478 -0.771 -1.242  C15 1.342
18 C -0.990 -0.223 1.051  C15 1.541, F19 1.369, F20 1.334, C21 1.557
19 F -1.155 1.116 0.825  C18 1.369
20 F -1.834 -0.510 2.043  C18 1.334
21 C 0.494 -0.356 1.504  C18 1.557, F22 1.338, F23 1.361, C24 1.558
22 F 1.358 0.056 0.568  C21 1.338
23 F 0.617 0.560 2.504  C21 1.361
24 C 0.954 -1.698 2.147  C21 1.558, F25 1.364, F26 1.336, C27 1.569
25 F 2.066 -1.394 2.877  C24 1.364
26 F 0.076 -2.165 3.039  C24 1.336
27 C 1.348 -2.875 1.187  C24 1.569, F28 1.343, F29 1.347, C30 1.561
28 F 1.351 -2.569 -0.120  C27 1.343
29 F 0.428 -3.846 1.350  C27 1.347
30 C 2.710 -3.562 1.516  C27 1.561, F31 1.332, F32 1.363, C33 1.578
31 F 2.765 -4.005 2.770  C30 1.332
32 F 2.710 -4.685 0.744  C30 1.363
33 C 3.991 -2.734 1.110  C30 1.578, F34 1.349, F35 1.332, F36 1.329
34 F 4.783 -2.692 2.200  C33 1.349
35 F 4.711 -3.335 0.164  C33 1.332
36 F 3.729 -1.481 0.754  C33 1.329
37 H -2.781 4.568 -0.065  O1 0.963
38 H -0.033 4.151 0.384  O3 0.963
39 H 0.005 4.833 -2.887  C4 1.090
40 H -1.791 4.588 -3.098  C4 1.093
41 H 0.155 2.240 -1.180  Si5 1.487
42 H 0.614 0.852 -3.491  C6 1.098
43 H -0.803 1.154 -4.494  C6 1.091
44 H 1.274 3.334 -3.965  C7 1.092
45 H 0.322 3.125 -5.450  C7 1.087
46 H 2.801 1.735 -4.402  C8 1.085
47 H 1.747 0.853 -5.559  C8 1.086
48 H -2.683 2.168 -0.773  C10 1.091
49 H -3.188 2.457 -2.415  C10 1.091
50 H -3.774 0.349 -2.480  C11 1.092
51 H -2.128 -0.009 -2.882  C11 1.088
52 C 3.262 0.053 5.645  C53 1.514, O58 1.429, H59 1.093, H60 1.086
53 C 4.694 -0.403 5.833  C52 1.514, O54 1.429, H61 1.087, H62 1.093
54 O 5.228 0.489 6.813  C53 1.429, S55 1.608
55 S 4.069 0.919 7.842  O54 1.608, O56 1.413, O57 1.418, O58 1.612
56 O 4.156 0.103 8.993  S55 1.413
57 O 4.047 2.335 7.915  S55 1.418
58 O 2.820 0.418 6.954  C52 1.429, S55 1.612
59 H 3.208 0.937 5.005  C52 1.093
60 H 2.628 -0.728 5.237  C52 1.086
61 H 5.273 -0.351 4.915  C53 1.087
62 H 4.739 -1.418 6.234  C53 1.093
63 C 4.632 -5.806 -1.775  C64 1.510, O69 1.432, H70 1.092, H71 1.086
64 C 3.193 -5.865 -2.230  C63 1.510, O65 1.432, H72 1.087, H73 1.092
65 O 3.262 -6.356 -3.573  C64 1.432, S66 1.607
66 S 4.505 -7.364 -3.714  O65 1.607, O67 1.417, O68 1.416, O69 1.607
67 O 4.035 -8.695 -3.588  S66 1.417
68 O 5.295 -6.946 -4.813  S66 1.416
69 O 5.250 -6.964 -2.348  C63 1.432, S66 1.607
70 H 5.133 -4.921 -2.173  C63 1.092
71 H 4.727 -5.820 -0.694  C63 1.086
72 H 2.708 -4.893 -2.201  C64 1.087
73 H 2.620 -6.576 -1.631  C64 1.092
74 C 7.864 -1.753 12.485  C75 1.514, O80 1.430, H81 1.092, H82 1.087
75 C 8.054 -2.779 11.387  C74 1.514, O76 1.430, H83 1.087, H84 1.093
76 O 6.766 -2.891 10.774  C75 1.430, S77 1.612
77 S 6.017 -1.465 10.834  O76 1.612, O78 1.414, O79 1.415, O80 1.609
78 O 6.199 -0.797 9.601  S77 1.414
79 O 4.738 -1.664 11.406  S77 1.415
80 O 6.978 -0.780 11.927  C74 1.430, S77 1.609
81 H 7.383 -2.193 13.361  C74 1.092
82 H 8.799 -1.285 12.782  C74 1.087
83 H 8.378 -3.744 11.767  C75 1.087
84 H 8.762 -2.429 10.632  C75 1.093
85 C -7.663 3.386 -2.631  C86 1.514, O91 1.432, H92 1.092, H93 1.087
86 C -7.327 4.853 -2.473  C85 1.514, O87 1.432, H94 1.086, H95 1.092
87 O -6.014 4.980 -3.028  C86 1.432, S88 1.605
88 S -5.837 3.936 -4.235  O87 1.605, O89 1.416, O90 1.419, O91 1.605
89 O -6.074 4.611 -5.456  S88 1.416
90 O -4.656 3.185 -4.004  S88 1.419
91 O -7.114 3.021 -3.902  C85 1.432, S88 1.605
92 H -7.179 2.780 -1.862  C85 1.092
93 H -8.734 3.199 -2.617  C85 1.087
94 H -7.333 5.175 -1.435  C86 1.086
95 H -8.005 5.482 -3.053  C86 1.092
96 C -9.061 1.340 -8.863  C97 1.514, O102 1.432, H103 1.092, H104 1.087
97 C -9.318 2.544 -7.981  C96 1.514, O98 1.432, H105 1.086, H106 1.092
98 O -9.010 2.090 -6.658  C97 1.432, S99 1.606
99 S -7.824 1.009 -6.725  O98 1.606, O100 1.416, O101 1.417, O102 1.605
100 O -6.597 1.659 -6.452  S99 1.416
101 O -8.237 -0.149 -6.020  S99 1.417
102 O -7.899 0.721 -8.302  C96 1.432, S99 1.605
103 H -9.887 0.627 -8.815  C96 1.092
104 H -8.879 1.614 -9.898  C96 1.087
105 H -10.347 2.890 -8.034  C97 1.086
106 H -8.644 3.368 -8.224  C97 1.092

The LUMO energy comes out at 0.13 eV.

Atom charges from the Mulliken analysis, given in e for atoms 1 to 5:
1. O -0.58
2. B 0.53
3. O -0.61
4. C -0.51
5. Si -0.01